Entry 1:
This record from OMol25 describes C9H12CoN3O8P2Se as an isolated structure. The level of theory is wB97M-V/def2-TZVPD.

Each line ends with the natural charge from an NBO analysis.
Geometry (Å):
1 Co -0.48 -0.66 -0.82  1.46
2 O -2.35 0.98 2.66  -1.03
3 P -2.77 0.11 1.38  2.56
4 O -4.07 -0.53 1.60  -1.13
5 O -1.57 -0.70 0.92  -1.25
6 O -2.91 1.30 0.24  -1.11
7 P -1.64 2.16 -0.20  2.56
8 O -2.32 3.34 -1.07  -1.00
9 O -0.98 2.72 1.02  -1.20
10 O -0.81 1.36 -1.17  -1.22
11 H -1.75 1.70 2.36  0.52
12 H -2.60 4.04 -0.47  0.49
13 N 1.18 -0.07 -4.67  -0.83
14 C 0.56 -0.43 -3.51  0.70
15 O 1.13 -0.31 -2.44  -0.66
16 C -0.85 -0.96 -3.64  -0.52
17 C -1.25 -1.74 -2.40  -0.96
18 H 2.03 0.47 -4.60  0.39
19 H 0.65 -0.03 -5.52  0.39
20 H -0.93 -1.47 -4.61  0.18
21 H -1.47 -0.06 -3.72  0.24
22 H -0.90 -2.78 -2.48  0.18
23 H -2.34 -1.78 -2.32  0.20
24 Se 1.90 -2.88 0.28  0.98
25 N 1.21 -1.24 0.39  -0.72
26 C 1.58 -0.72 1.54  0.21
27 C 1.19 0.57 2.01  -0.21
28 C 1.66 0.97 3.22  -0.19
29 C 2.52 0.14 4.02  -0.19
30 C 2.92 -1.09 3.60  -0.22
31 C 2.45 -1.57 2.34  0.08
32 N 2.74 -2.74 1.83  -0.62
33 H 0.52 1.20 1.43  0.28
34 H 1.36 1.93 3.62  0.22
35 H 2.86 0.52 4.97  0.21
36 H 3.56 -1.72 4.20  0.22

Calculated values
largest force on an atom = 0.568 eV Å⁻¹
2S+1 = 4
HOMO energy (spin up / spin down) = -4.7 / -5.6 eV
charge = -1
HOMO-LUMO gap (spin up / spin down) = 6.25 / 7.10 eV
energy = -151939.537 eV


Entry 2:
This record from OMol25 describes C9H12CrF6O7P3 as an isolated structure in a non-equilibrium geometry. The level of theory is wB97M-V/def2-TZVPD.

Each line ends with the natural charge from an NBO analysis.
Geometry (Å):
1 Cr -0.33 0.07 1.16  0.64
2 C 1.26 -1.73 -1.64  -0.66
3 C 1.34 -2.34 -0.26  -0.40
4 O 1.91 -3.65 -0.39  -0.75
5 P -0.40 -2.24 0.67  1.99
6 O -0.01 -3.25 1.88  -1.03
7 O -1.11 -3.25 -0.42  -1.01
8 O -1.71 -1.47 1.14  -1.06
9 P 2.36 -1.36 0.94  2.33
10 O 3.80 -1.08 0.21  -1.01
11 O 2.59 -2.27 2.10  -1.17
12 O 1.77 0.03 1.15  -1.11
13 H 0.60 -2.34 -2.26  0.21
14 H 2.26 -1.71 -2.09  0.20
15 H 0.86 -0.71 -1.58  0.25
16 H 2.07 -3.95 0.51  0.48
17 H 0.87 -2.99 2.24  0.53
18 H -2.06 -3.07 -0.31  0.49
19 H 3.73 -0.20 -0.20  0.49
20 F -1.96 1.29 3.15  -0.58
21 P -0.75 1.22 4.22  2.60
22 F -1.31 2.53 4.98  -0.59
23 F -1.64 0.26 5.16  -0.59
24 F -0.18 -0.12 3.42  -0.57
25 F 0.15 2.14 3.24  -0.58
26 F 0.48 1.11 5.26  -0.59
27 C -0.68 0.94 -0.36  -0.16
28 C -0.95 1.69 -1.52  -0.17
29 C -1.40 1.06 -2.72  -0.17
30 C -1.65 1.79 -3.86  -0.25
31 C -1.48 3.17 -3.88  -0.30
32 C -1.05 3.82 -2.72  -0.23
33 C -0.79 3.10 -1.57  -0.21
34 H -1.53 -0.01 -2.70  0.20
35 H -1.99 1.28 -4.76  0.19
36 H -1.69 3.74 -4.78  0.18
37 H -0.92 4.89 -2.72  0.19
38 H -0.45 3.60 -0.67  0.21

Calculated values
largest force on an atom = 3.116 eV Å⁻¹
2S+1 = 2
HOMO energy (spin up / spin down) = -0.9 / -0.8 eV
charge = -2
HOMO-LUMO gap (spin up / spin down) = 5.83 / 5.72 eV
energy = -96462.884 eV


Entry 3:
This record from OMol25 describes C9H12F16LiN4O19S9 as an isolated structure in a non-equilibrium geometry. The level of theory is wB97M-V/def2-TZVPD.

Each line ends with the natural charge from an NBO analysis.
Geometry (Å):
1 Li -2.68 -6.99 -23.00  0.88
2 N -1.68 -6.33 -21.39  -1.18
3 S -0.09 -6.62 -21.41  2.46
4 O 0.48 -6.63 -20.09  -0.96
5 O 0.68 -6.06 -22.45  -0.89
6 F -0.18 -8.15 -21.76  -0.48
7 S -1.58 -4.67 -21.13  2.43
8 O -1.28 -3.81 -22.22  -0.90
9 O -1.16 -4.32 -19.81  -0.93
10 F -3.17 -4.46 -21.01  -0.52
11 N -2.10 -11.37 -24.96  -1.16
12 S -0.97 -10.85 -26.02  2.46
13 O 0.35 -11.26 -25.73  -0.91
14 O -1.27 -9.61 -26.64  -0.90
15 F -1.35 -11.93 -27.17  -0.55
16 S -1.73 -10.53 -23.66  2.47
17 O -2.10 -9.15 -23.66  -0.94
18 O -0.57 -10.93 -22.95  -0.92
19 F -2.93 -11.16 -22.77  -0.53
20 N 0.16 -6.57 -26.70  -1.11
21 S 1.35 -7.26 -25.83  2.44
22 O 0.96 -8.23 -24.88  -0.90
23 O 2.47 -6.43 -25.51  -0.94
24 F 1.96 -8.15 -27.03  -0.53
25 S -0.42 -5.59 -25.59  2.47
26 O 0.43 -4.55 -25.10  -0.92
27 O -1.33 -6.21 -24.67  -0.96
28 F -1.39 -4.69 -26.52  -0.53
29 N -6.76 -7.76 -21.31  -1.15
30 S -6.17 -9.06 -22.12  2.46
31 O -4.89 -9.44 -21.68  -0.89
32 O -6.53 -9.19 -23.49  -0.94
33 F -7.16 -10.12 -21.41  -0.53
34 S -6.02 -6.59 -22.09  2.49
35 O -6.69 -6.20 -23.29  -0.96
36 O -4.59 -6.59 -22.04  -0.94
37 F -6.38 -5.42 -21.06  -0.52
38 C -6.61 -7.95 -27.45  -0.40
39 C -5.75 -9.25 -27.59  -0.41
40 C -4.82 -9.36 -26.41  -0.72
41 S -4.30 -7.71 -26.09  2.24
42 O -3.41 -7.21 -27.09  -0.93
43 O -3.95 -7.47 -24.72  -0.96
44 C -5.94 -7.06 -26.40  -0.71
45 H -7.59 -8.25 -27.08  0.20
46 H -6.65 -7.43 -28.41  0.20
47 H -5.17 -9.10 -28.51  0.21
48 H -6.25 -10.20 -27.81  0.21
49 H -3.94 -10.00 -26.53  0.29
50 H -5.32 -9.78 -25.53  0.27
51 H -5.89 -5.98 -26.58  0.25
52 H -6.46 -7.12 -25.45  0.28
53 C -7.03 -2.52 -22.60  -0.14
54 C -6.98 -1.97 -21.21  0.61
55 C -6.06 -0.76 -21.00  0.52
56 F -4.78 -1.14 -20.93  -0.30
57 F -6.21 0.09 -22.05  -0.34
58 F -8.25 -1.60 -20.83  -0.35
59 F -6.67 -2.89 -20.29  -0.30
60 O -5.72 -2.89 -23.02  -0.48
61 C -5.62 -3.04 -24.35  0.84
62 C -4.19 -3.47 -24.71  0.52
63 F -3.71 -4.41 -23.90  -0.29
64 F -4.14 -3.91 -25.98  -0.31
65 F -6.53 -3.94 -24.78  -0.33
66 F -5.87 -1.89 -25.05  -0.35
67 H -7.37 -1.69 -23.24  0.20
68 H -7.75 -3.32 -22.73  0.23
69 H -6.28 -0.25 -20.06  0.13
70 H -3.55 -2.60 -24.56  0.14

Calculated values
largest force on an atom = 3.691 eV Å⁻¹
2S+1 = 1
HOMO energy = -1.9 eV
charge = -3
HOMO-LUMO gap = 7.18 eV
energy = -195593.879 eV


What did the first record say?
This record from OMol25 describes C9H12CoN3O8P2Se as an isolated structure. The level of theory is wB97M-V/def2-TZVPD.

Each line ends with the natural charge from an NBO analysis.
Geometry (Å):
1 Co -0.48 -0.66 -0.82  1.46
2 O -2.35 0.98 2.66  -1.03
3 P -2.77 0.11 1.38  2.56
4 O -4.07 -0.53 1.60  -1.13
5 O -1.57 -0.70 0.92  -1.25
6 O -2.91 1.30 0.24  -1.11
7 P -1.64 2.16 -0.20  2.56
8 O -2.32 3.34 -1.07  -1.00
9 O -0.98 2.72 1.02  -1.20
10 O -0.81 1.36 -1.17  -1.22
11 H -1.75 1.70 2.36  0.52
12 H -2.60 4.04 -0.47  0.49
13 N 1.18 -0.07 -4.67  -0.83
14 C 0.56 -0.43 -3.51  0.70
15 O 1.13 -0.31 -2.44  -0.66
16 C -0.85 -0.96 -3.64  -0.52
17 C -1.25 -1.74 -2.40  -0.96
18 H 2.03 0.47 -4.60  0.39
19 H 0.65 -0.03 -5.52  0.39
20 H -0.93 -1.47 -4.61  0.18
21 H -1.47 -0.06 -3.72  0.24
22 H -0.90 -2.78 -2.48  0.18
23 H -2.34 -1.78 -2.32  0.20
24 Se 1.90 -2.88 0.28  0.98
25 N 1.21 -1.24 0.39  -0.72
26 C 1.58 -0.72 1.54  0.21
27 C 1.19 0.57 2.01  -0.21
28 C 1.66 0.97 3.22  -0.19
29 C 2.52 0.14 4.02  -0.19
30 C 2.92 -1.09 3.60  -0.22
31 C 2.45 -1.57 2.34  0.08
32 N 2.74 -2.74 1.83  -0.62
33 H 0.52 1.20 1.43  0.28
34 H 1.36 1.93 3.62  0.22
35 H 2.86 0.52 4.97  0.21
36 H 3.56 -1.72 4.20  0.22

Calculated values
largest force on an atom = 0.568 eV Å⁻¹
2S+1 = 4
HOMO energy (spin up / spin down) = -4.7 / -5.6 eV
charge = -1
HOMO-LUMO gap (spin up / spin down) = 6.25 / 7.10 eV
energy = -151939.537 eV